# 1
12
Properties=species:S:1:pos:R:3:lowdin_charge:R:1 method="wB97M-V/def2-TZVPD" e_homo_ha=-0.344 multiplicity=1 homo_lumo_gap_ev=10.2 e_tot_ev=-10718.19102 largest_force_ev_per_a=0.41 de_lowest_kcal_mol=83.5 total_charge=0
O 1.07 1.85 -0.23 0.04
O 1.66 -0.22 0.51 0.04
N -0.55 -1.25 -1.42 0.07
N -0.51 -0.13 -0.57 -0.07
N -0.49 0.68 1.34 0.14
C -1.24 -0.02 0.51 -0.16
C 0.74 0.77 0.18 -0.62
H 2.53 0.21 0.47 0.11
H 0.16 -1.91 -1.11 0.09
H -0.30 -0.93 -2.35 0.09
H -0.84 1.38 1.98 0.12
H -2.23 -0.43 0.67 0.14



# 2
61
Properties=species:S:1:pos:R:3:lowdin_spin:R:1 method="wB97M-V/def2-TZVPD" e_homo_ha="-0.521 / -0.527" multiplicity=2 homo_lumo_gap_ev="7.2 / 6.9" e_tot_ev=-80487.91733 largest_force_ev_per_a=3.51 de_lowest_kcal_mol=19.3 total_charge=+2
I 1.31 -1.16 -2.91 0.00
Ti -0.20 -0.60 -0.59 0.79
S -0.31 -1.49 1.62 0.01
O -6.91 -0.77 -2.37 0.00
O 0.49 3.27 2.63 0.00
O -1.22 0.73 -0.83 -0.01
N -1.40 -1.81 -1.41 -0.01
N -4.44 2.24 -1.18 0.02
N 0.23 1.01 2.42 0.05
N 1.41 0.14 0.51 0.01
C -5.64 -1.21 -2.02 0.00
C 1.84 1.46 -0.02 0.01
C 2.85 0.68 3.61 0.00
C -0.86 -3.05 -1.81 0.00
C -1.47 -4.28 -1.53 0.00
C 3.35 1.64 0.09 0.00
C 4.86 1.67 4.48 0.00
C -0.91 -5.46 -1.99 0.00
C -2.35 3.32 -0.62 0.00
C 0.87 -4.23 -3.06 0.00
C 2.34 1.95 3.34 0.00
C -5.18 1.19 -1.50 0.00
C -3.29 -0.30 -1.44 0.00
C -2.52 0.85 -1.06 0.01
C -3.15 2.11 -0.96 -0.01
C -4.68 -0.09 -1.67 0.02
C 3.11 3.08 3.66 0.00
C 1.02 2.22 2.79 0.00
C 0.49 0.03 1.57 0.03
C 4.37 2.94 4.21 0.00
C 0.23 -5.44 -2.77 0.00
C -2.67 -1.56 -1.66 0.07
C 4.13 0.62 -0.74 0.00
C 4.11 0.54 4.17 0.00
C 0.33 -3.07 -2.55 0.00
H 2.23 -0.47 0.62 0.00
H 3.89 0.71 -1.80 0.00
H -2.36 -4.29 -0.92 0.00
H 3.95 -0.41 -0.42 0.00
H -6.93 -0.44 -3.28 0.00
H 1.31 2.26 0.50 0.00
H 1.76 -4.20 -3.66 0.00
H -3.27 -2.34 -2.13 0.00
H -1.76 3.16 0.28 0.00
H -6.24 1.39 -1.62 0.00
H -5.22 -1.86 -2.80 0.00
H 2.71 4.06 3.45 0.00
H 3.66 1.56 1.14 0.00
H -3.02 4.16 -0.47 0.00
H 3.61 2.64 -0.25 0.00
H 1.55 1.52 -1.09 0.00
H -0.61 0.90 3.00 0.00
H 4.96 3.81 4.44 0.00
H -1.66 3.56 -1.44 0.00
H -5.79 -1.83 -1.13 0.00
H 5.83 1.55 4.94 0.00
H 4.50 -0.44 4.37 0.00
H 2.27 -0.21 3.41 0.00
H -1.39 -6.40 -1.76 0.00
H 0.65 -6.35 -3.16 0.00
H 5.20 0.80 -0.63 0.00



# 3
29
Properties=species:S:1:pos:R:3:lowdin_charge:R:1 method="wB97M-V/def2-TZVPD" e_homo_ha="-0.453 / -0.453" multiplicity=1 homo_lumo_gap_ev="7.3 / 7.3" e_tot_ev=-37169.32171 largest_force_ev_per_a=6.17 de_lowest_kcal_mol=32.2 total_charge=+1
S -3.15 -2.58 -0.45 0.94
S -3.87 1.06 1.34 0.88
O 3.18 0.13 1.32 -0.11
N -1.14 -0.85 -0.78 -0.14
N 1.00 -0.39 -0.41 -0.17
N -3.41 0.67 -1.31 0.09
N -1.79 -1.92 -1.10 -0.29
C 1.56 0.97 -0.27 -0.10
C 2.42 1.23 1.05 -0.17
C 1.93 -1.51 0.08 -0.08
C -1.58 0.07 0.25 -0.15
C 2.49 -1.07 1.45 -0.18
C 0.12 -0.75 -1.46 -0.14
C -2.98 0.64 -0.08 -0.83
H -4.28 1.26 -1.39 0.08
H -0.81 0.85 0.24 0.12
H 1.29 -2.38 -0.10 0.13
H 2.96 2.06 0.90 0.09
H 3.16 -1.96 1.84 0.17
H 2.34 0.96 -1.03 0.12
H 0.44 -1.73 -1.86 0.16
H -4.89 1.53 0.57 -0.08
H -0.14 -0.16 -2.28 0.13
H -1.63 -0.33 1.26 0.12
H -3.70 -1.59 0.41 -0.09
H 1.83 1.43 1.95 0.13
H 2.65 -1.43 -0.69 0.11
H 0.90 1.81 -0.49 0.12
H 1.63 -0.95 2.19 0.14